51
Properties=species:S:1:pos:R:3:forces:R:3:lowdin_spin:R:1 method="wB97M-V/def2-TZVPD" multiplicity=4 energy_ev=-51308.9884 total_charge=+1 largest_force_ev_per_a=6.490
Tc -0.06990 0.06105 2.42847 1.08 1.31 -4.08 2.31
Cl 1.95610 1.15743 2.13711 0.24 0.46 -0.58 0.15
P -0.00566 0.25833 -0.30647 -0.36 0.39 -0.70 -0.02
O 0.33320 0.40465 4.12949 -0.55 4.11 4.99 0.23
C 3.49085 -1.54949 -1.36572 -0.56 0.00 -0.28 0.00
C -1.59816 -0.19321 -1.07766 -0.46 -0.04 -0.25 0.00
C 0.50450 -1.83320 1.66790 -0.48 -1.47 0.16 -0.01
C 0.87374 -1.48363 -2.41399 0.28 0.29 0.49 0.00
C 0.28800 4.29158 -0.79517 0.15 -0.23 -0.41 0.00
C 0.89463 2.02364 -2.34625 -0.33 -0.01 0.47 0.00
C -3.71388 0.43660 -2.08307 0.14 0.16 0.20 0.00
C -0.22208 0.71607 5.40812 -0.13 0.50 -0.59 0.04
C -2.46962 0.80739 -1.56411 0.35 -0.65 0.06 0.00
C 1.06593 3.30863 -2.87404 0.05 -0.44 0.06 0.00
C 1.17548 -0.79331 -1.21982 0.76 -0.39 0.02 0.00
C 1.87764 -2.22674 -3.04822 -0.35 0.20 0.09 0.00
C 0.27096 -1.68516 3.95347 0.19 -1.74 0.56 0.05
C 0.76174 4.43736 -2.10983 -0.12 -0.37 0.32 0.00
C -4.11670 -0.90052 -2.07226 0.22 -0.06 0.25 0.00
C 0.38884 1.87047 -1.03650 0.05 1.01 0.41 -0.01
C 0.11815 3.01335 -0.25448 0.00 0.09 -0.43 0.01
C 2.49619 -0.81482 -0.71466 0.09 -0.18 -0.27 0.00
C -1.97157 -1.55377 -1.16211 -0.25 0.10 0.00 0.00
C 3.17173 -2.26132 -2.53327 -0.09 0.10 0.29 0.00
C -3.24679 -1.90471 -1.61996 0.22 0.55 0.05 0.00
C -1.08262 -1.64693 3.36951 0.67 -0.35 -0.20 0.05
C 1.22826 -1.74477 2.91504 -1.25 -2.02 0.00 0.12
C -0.92810 -1.81329 1.96202 -0.44 -0.70 -0.88 0.02
H -4.36944 1.22482 -2.46552 0.15 -0.42 0.11 0.00
H 0.53562 -1.66202 5.06557 -0.56 0.04 -1.90 0.00
H 1.44975 3.39821 -3.89554 -0.16 0.10 0.43 0.00
H 0.05091 5.17070 -0.19872 0.10 -0.20 -0.12 0.00
H 1.13198 1.13196 -2.93844 -0.08 0.50 0.18 0.00
H 1.60569 -2.77887 -3.95025 0.27 0.18 0.23 0.00
H -0.23370 2.91870 0.77975 0.14 -0.06 -0.43 0.01
H -1.73450 -1.79259 1.18576 0.84 -0.27 1.03 0.01
H -3.54830 -2.95077 -1.60357 0.02 0.26 -0.16 0.00
H -2.13474 1.85093 -1.57633 -0.29 -0.42 0.07 0.00
H 0.96270 -2.04885 0.69915 -0.29 0.19 0.53 0.00
H -2.02218 -1.41087 3.87961 0.51 -0.44 -0.08 0.01
H 2.75819 -0.24224 0.18615 -0.21 -0.31 -0.45 0.00
H 0.90449 5.42300 -2.54309 -0.06 -0.11 0.14 0.00
H 3.93064 -2.84964 -3.04060 -0.07 0.10 0.10 0.00
H -1.25970 -2.35964 -0.90888 -0.45 0.56 0.00 0.00
H 4.50010 -1.56830 -0.96187 -0.17 0.01 -0.13 0.00
H 2.29357 -1.70420 3.00359 0.23 0.02 0.14 0.00
H -0.78992 1.65553 5.29255 0.21 -0.41 0.39 0.00
H -0.88700 -0.07283 5.80208 0.23 0.11 -0.23 0.00
H 0.62920 0.85981 6.06833 -0.11 0.07 0.24 0.00
H -5.11931 -1.16180 -2.39683 0.17 0.01 -0.07 0.00
H -0.12489 -1.41268 -2.85646 0.44 -0.15 0.21 0.00